Model one:
Computed, not measured: a single C3H2N2O2 molecule, with wB97M-V/def2-TZVPD.

The charge is 0. The SMILES is O=CC(=O)N1C=N1.

Positions of all 9 atoms, in Å:
O: 0.15726 0.77431 -2.37842
C: 0.40009 -0.16873 -1.67291
C: 0.64139 0.00639 -0.17464
O: 1.62568 0.53848 0.26066
N: -0.37328 -0.62316 0.60143
C: -1.01026 0.18732 1.57551
N: -0.06304 -0.35916 2.14971
H: 0.48862 -1.19894 -2.06419
H: -1.86646 0.84350 1.70284

Model two:
Computed, not measured: a single C3H2N2O2 molecule, with wB97M-V/def2-TZVPD.

The charge is 0.

Positions of all 9 atoms, in Å:
N: 1.44105 -0.62444 -0.27953
C: 0.22613 -0.75081 -0.02717
O: -0.76730 0.17852 0.23762
C: -0.46839 1.49162 0.38627
O: 0.62021 1.98362 0.30660
C: -0.97045 -2.67227 -0.87307
N: -0.40749 -1.99038 -0.08020
H: 1.72333 0.35105 -0.27382
H: -1.39709 2.03310 0.60331

Model three:
Computed, not measured: a single C3H2N2O2 molecule, with wB97M-V/def2-TZVPD.

The charge is 0. The SMILES is O=C=CN1NC1=O.

Positions of all 9 atoms, in Å:
O: 3.18328 -0.18439 -0.16204
C: 2.05722 -0.09137 0.16392
C: 0.83180 0.06400 0.58418
N: -0.29823 -0.56596 -0.10286
N: -1.08576 0.10940 -1.15139
C: -1.66668 -0.36597 0.02385
O: -2.62879 -0.67977 0.61549
H: 0.53287 0.55357 1.39110
H: -0.92572 1.16049 -1.36225

Model four:
Computed, not measured: a single C3H2N2O2 molecule, with wB97M-V/def2-TZVPD.

The charge is 0.

Positions of all 9 atoms, in Å:
C: 0.72657 -1.15665 0.10291
C: -0.52606 -1.41945 -0.09522
C: -0.86128 1.36244 -0.30686
N: 1.20502 0.12748 -0.01878
N: 0.45234 1.24848 0.06063
O: -1.68558 -1.64478 -0.11493
O: -1.92945 1.43390 0.19123
H: 1.55225 -1.88155 0.30590
H: 1.06618 1.93013 -0.12488

How far above the most stable structure does each one sit? In kJ/mol: model one 200.1; model two 0.0; model three 231.6; model four 325.2.

Model one:
Computed, not measured: a single C3H2N2O2 molecule, with wB97M-V/def2-TZVPD.

The charge is 0. The SMILES is O=Cc1ncno1.

Positions of all 9 atoms, in Å:
O: -2.48212 -0.11467 -0.93848
C: -1.80647 0.13494 0.02512
C: -0.32286 -0.18306 0.13548
N: 0.47896 0.82797 0.06865
C: 1.69019 0.20653 -0.03497
N: 1.63716 -1.09306 -0.00807
O: 0.32535 -1.36196 0.13638
H: -2.10186 0.81266 0.86300
H: 2.58165 0.77065 -0.24711

Model two:
Computed, not measured: a single C3H2N2O2 molecule, with wB97M-V/def2-TZVPD.

The charge is 0. The SMILES is [H]/N=C(/C#N)OC=O.

Positions of all 9 atoms, in Å:
H: 0.69972 0.42720 -2.40163
N: 1.23231 0.59265 -1.54602
C: 0.55597 0.38038 -0.50885
C: 1.13895 0.57504 0.80833
N: 1.53596 0.71574 1.88352
O: -0.78601 0.04537 -0.50908
C: -1.30634 -0.71872 0.51174
O: -0.67353 -1.27698 1.35226
H: -2.39702 -0.74067 0.40972

Model three:
Computed, not measured: a single C3H2N2O2 molecule, with wB97M-V/def2-TZVPD.

The charge is 0.

Positions of all 9 atoms, in Å:
O: 0.34512 -0.18548 -1.84171
C: 0.53987 0.78689 -1.17845
C: 1.55397 -0.85773 0.96174
N: 0.38011 -0.95645 1.07606
C: -0.94108 -0.63287 0.86546
N: -1.31028 0.39859 0.21382
O: -0.22804 1.21324 -0.13900
H: 1.37972 1.49009 -1.25058
H: -1.71939 -1.25627 1.29267

Model four:
Computed, not measured: a single C3H2N2O2 molecule, with wB97M-V/def2-TZVPD.

The charge is 0.

Positions of all 9 atoms, in Å:
O: 0.02839 2.34026 -1.66153
C: 0.86909 1.78649 -0.99237
C: 0.56420 1.02023 0.21450
N: 0.26964 -0.09633 0.51985
C: -0.25265 -1.22800 0.85346
N: -1.66247 -1.24131 0.71007
O: -2.12448 -2.33937 0.49372
H: 1.95374 1.86515 -1.18316
H: 0.35453 -2.10712 1.04548

How far above the most stable structure does each one sit? In kJ/mol: model one 93.5; model two 0.0; model three 217.1; model four 387.4.

Model one:
Computed, not measured: 2 unconnected molecules or ions with the total composition C3H10N3, with wB97M-V/def2-TZVPD.

The charge is +1.

Positions of all 16 atoms, in Å:
C: -1.92497 -0.14325 -0.98575
C: 2.23012 0.09584 1.64465
C: 0.88758 -0.27509 0.95478
N: -0.75957 0.02365 -1.37904
N: -2.86427 -0.34990 -1.92715
N: 0.62665 0.66758 -0.15048
H: -2.31647 -0.14388 0.05872
H: 1.87754 0.55872 2.56802
H: 2.90249 -0.77428 1.70317
H: 2.73864 0.99188 1.07393
H: 0.05857 -0.35057 1.58489
H: 0.94464 -1.25035 0.36229
H: -3.64570 -0.86038 -1.53196
H: -2.56463 -0.56044 -2.91194
H: 0.50644 1.72726 -0.07541
H: 1.30295 0.64320 -0.98871

Model two:
Computed, not measured: 2 unconnected molecules or ions with the total composition C3H10N3, with wB97M-V/def2-TZVPD.

The charge is +1.

Positions of all 16 atoms, in Å:
C: 0.82055 0.95101 0.27661
C: 0.86120 2.20735 0.36809
C: 1.99557 -1.06535 -0.01289
N: -0.25881 -1.11170 -0.40483
N: 0.72149 -0.26285 -0.01586
N: -2.66907 -0.08133 -0.12039
H: 1.09264 2.92775 -0.45810
H: -3.05193 0.05761 0.82886
H: 1.05793 2.73483 1.30173
H: 2.02493 -1.38041 -1.02788
H: 2.94299 -0.66796 0.29651
H: 1.67781 -1.90259 0.70713
H: -0.05782 -2.09821 -0.04019
H: -3.34534 -0.48448 -0.78643
H: -1.14767 -0.71491 -0.50240
H: -2.66447 0.89124 -0.40996

Model three:
Computed, not measured: a gas-phase ion, C3H10N3 (charge +1), with wB97M-V/def2-TZVPD.

The charge is +1. The SMILES is [H]/N=C(/C)N(C)[NH3+].

Positions of all 16 atoms, in Å:
H: -0.92809 -2.24012 -0.59495
N: -1.51056 -1.49973 -0.17071
C: -0.89053 -0.40492 -0.08032
C: -1.72730 0.94830 0.30469
N: 0.46683 -0.16828 -0.32366
C: 1.37945 -1.11708 0.12643
N: 0.99149 1.15268 -0.27581
H: -1.26119 1.18817 1.23497
H: -1.75163 1.60232 -0.58162
H: -2.71624 0.56618 0.54302
H: 2.37508 -1.04924 -0.27820
H: 1.47957 -1.23264 1.19472
H: 0.92588 -2.04660 -0.22269
H: 1.27790 1.36887 0.74822
H: 0.24334 1.84095 -0.64861
H: 1.64601 1.09113 -0.97549

Model four:
Computed, not measured: a gas-phase ion, C3H10N3 (charge +1), with wB97M-V/def2-TZVPD.

The charge is +1. The SMILES is CNNC(C)=[NH2+].

Positions of all 16 atoms, in Å:
C: 0.00542 1.49300 2.02134
N: 0.75707 0.81691 0.99503
N: -0.11461 0.35821 -0.05739
C: -0.00783 -0.80482 -0.69542
C: -1.06365 -1.02581 -1.75930
N: 0.97263 -1.68026 -0.51878
H: 0.79683 1.82285 2.67130
H: -0.76981 2.35873 1.70433
H: -0.37478 0.82498 2.67247
H: 1.48105 1.50647 0.66529
H: -0.73241 1.10643 -0.46551
H: -0.54263 -1.10823 -2.72042
H: -1.50541 -0.00434 -1.94774
H: -1.59023 -1.82736 -1.45638
H: 0.92426 -2.43074 -1.15205
H: 1.76410 -1.40602 0.04324

How far above the most stable structure does each one sit? In kJ/mol: model one 188.1; model two 220.1; model three 161.6; model four 0.0.

Model one:
Computed, not measured: 2 unconnected molecules or ions with the total composition C3H10N3, with wB97M-V/def2-TZVPD.

The charge is +1.

Positions of all 16 atoms, in Å:
C: 0.95419 -1.33666 -1.10828
N: 0.44239 1.43063 -0.53130
C: -0.35166 0.61324 -1.41381
N: -0.29153 -0.64222 -1.41718
H: 1.20254 -1.91634 -1.99338
H: 0.82265 -2.02610 -0.26995
H: 1.81685 -0.70866 -0.86510
H: 1.43402 1.37242 -0.74745
H: 0.16386 2.40509 -0.51565
H: -0.97167 1.12845 -2.14417
C: -1.45580 -0.04413 2.04175
N: -0.21099 0.02563 1.77220
H: -2.07837 0.81397 1.80833
H: -1.90163 -0.96919 2.39098
H: 0.34966 -0.76549 2.07557
H: 0.07550 0.61937 0.91742

Model two:
Computed, not measured: 2 unconnected molecules or ions with the total composition C3H10N3, with wB97M-V/def2-TZVPD.

The charge is +1.

Positions of all 16 atoms, in Å:
C: 1.12494 -1.12363 -0.69455
C: 0.32363 -1.93617 0.03489
N: -0.92634 -2.45985 -0.36694
H: 0.82132 -0.78044 -1.69582
H: 2.11453 -0.92154 -0.33136
H: 0.62628 -2.24830 1.05997
H: -1.22039 -2.08163 -1.24557
H: -1.63306 -2.28420 0.30590
N: 0.75852 2.37935 0.01220
C: -0.28395 1.57420 -0.04442
N: -1.06202 1.32337 0.98337
H: 1.11256 2.74170 0.90508
H: 1.43409 2.37221 -0.76729
H: -0.52174 1.09819 -0.98005
H: -1.82964 0.68104 0.89945
H: -0.83874 1.66569 1.92514

How far above the most stable structure does each one sit? In kJ/mol: model one 147.6; model two 0.0.

Model one:
Computed, not measured: 2 unconnected molecules or ions with the total composition C3H10N3, with wB97M-V/def2-TZVPD.

The charge is +1.

Positions of all 16 atoms, in Å:
N: 0.57662 -1.72532 1.11075
C: 0.47279 -1.78761 -0.20296
N: 1.44216 -1.38594 -0.97822
H: 1.41499 -1.37134 1.53683
H: -0.28358 -1.54626 1.63300
H: -0.48087 -2.20477 -0.59301
H: 1.37911 -1.42161 -1.98388
H: 2.19275 -0.83999 -0.55898
C: 0.23489 2.03344 0.25831
C: -0.85893 1.67098 -0.41369
N: -1.91991 0.91294 0.07999
H: 0.25138 1.94615 1.35611
H: 0.95777 2.69928 -0.17567
H: -1.10376 2.20226 -1.36751
H: -1.81473 0.38434 0.93192
H: -2.46067 0.43344 -0.63298

Model two:
Computed, not measured: a gas-phase ion, C3H10N3 (charge +1), with wB97M-V/def2-TZVPD.

The charge is +1. The SMILES is CN(C)/[NH+]=C\N.

Positions of all 16 atoms, in Å:
C: -1.14100 -1.08523 0.83313
N: -0.05858 -0.36495 0.24685
C: 1.11776 -0.99539 -0.38319
N: -0.61000 0.48439 -0.62980
C: -0.15738 1.80286 -0.76597
N: 1.01571 2.16045 -0.18917
H: -1.75411 -0.45011 1.56760
H: -1.91286 -1.30712 0.06571
H: -0.74007 -1.84927 1.37723
H: 1.32469 -1.73238 0.34825
H: 0.92246 -1.20365 -1.40784
H: 1.95838 -0.34400 -0.45496
H: -1.57533 0.38645 -1.00462
H: -0.40822 2.29733 -1.72990
H: 1.49322 2.95911 -0.55013
H: 1.23398 1.72748 0.76171

Model three:
Computed, not measured: a gas-phase ion, C3H10N3 (charge +1), with wB97M-V/def2-TZVPD.

The charge is +1.

Positions of all 16 atoms, in Å:
C: 0.03327 0.15377 -0.18261
C: -1.34613 -0.57708 0.61205
C: 1.45981 0.13359 0.07493
N: -2.63976 0.20372 0.12129
N: 1.84159 -1.14410 0.31630
N: 2.33191 1.10713 -0.06057
H: -0.12454 -0.29261 -1.17339
H: -0.17011 1.24773 -0.53470
H: -1.66016 -1.60286 0.31831
H: -2.57964 1.06042 0.66087
H: -3.53689 -0.22685 0.32754
H: 2.77314 -1.39705 0.54670
H: 1.01258 -1.81461 0.31565
H: 3.33310 0.81538 -0.03964
H: 1.96187 1.99703 -0.35794
H: -2.69003 0.33638 -0.94480

How far above the most stable structure does each one sit? In kJ/mol: model one 0.0; model two 138.1; model three 266.6.

Model one:
Computed, not measured: 2 unconnected molecules or ions with the total composition C7H7N, with wB97M-V/def2-TZVPD.

The charge is 0. The SMILES is c1ccncc1.C#C.

Positions of all 15 atoms, in Å:
C: -2.58982 0.09151 0.09942
C: -2.05142 -1.16588 -0.09058
C: -0.75607 -1.20468 -0.30677
N: -0.01562 -0.08352 -0.46084
C: -0.40554 1.13468 -0.23327
C: -1.75824 1.13696 0.25860
H: -3.59896 0.43405 0.42592
H: -2.58249 -2.13092 0.03323
H: -0.23650 -2.16468 -0.29202
H: 0.06735 2.21445 -0.14441
H: -2.23385 2.17840 0.45181
C: 3.91881 -0.57136 0.42623
C: 4.12881 0.41179 -0.24460
H: 3.70455 -1.46541 1.02294
H: 4.40899 1.18463 -0.94566

Model two:
Computed, not measured: a single C7H7N molecule, with wB97M-V/def2-TZVPD.

The charge is 0. The SMILES is N#CC1=CCC=CC1.

Positions of all 15 atoms, in Å:
N: 0.17408 -2.10775 -3.06955
C: 0.16196 -1.33153 -2.21112
C: 0.04306 -0.56828 -0.96415
C: -0.81547 -0.95722 -0.03111
C: -1.11245 -0.10548 1.19526
C: -0.13113 1.05826 1.42508
C: 0.81399 1.26612 0.54610
C: 1.19576 0.37197 -0.64881
H: -1.50442 -1.82199 -0.18151
H: -1.14732 -0.82406 2.03170
H: -2.17794 0.27659 0.96386
H: -0.41090 1.85026 2.12880
H: 1.36124 2.17883 0.65884
H: 2.06109 -0.20443 -0.27705
H: 1.48845 0.91870 -1.56634

Model three:
Computed, not measured: a single C7H7N molecule, with wB97M-V/def2-TZVPD.

The charge is 0. The SMILES is N#CC1C=CCC=C1.

Positions of all 15 atoms, in Å:
N: -1.99232 0.18857 2.66504
C: -1.13967 -0.26396 1.99421
C: 0.04042 -0.54357 1.16371
C: 0.72045 0.81392 0.81261
C: 0.62993 1.29422 -0.38516
C: 0.18321 0.50553 -1.63190
C: -0.29899 -0.83796 -1.17964
C: -0.34404 -1.39100 -0.01069
H: 0.76361 -1.07850 1.82388
H: 1.08193 1.24509 1.71529
H: 1.14075 2.21160 -0.66910
H: -0.56747 1.11900 -2.23368
H: 1.06195 0.58593 -2.28951
H: -0.77171 -1.39935 -1.97621
H: -0.50804 -2.44953 0.20117

How far above the most stable structure does each one sit? In kJ/mol: model one 239.8; model two 0.0; model three 36.1.

Model one:
Computed, not measured: a single C7H7N molecule, with wB97M-V/def2-TZVPD.

The charge is 0. The SMILES is C#CC1=C[C@@H]2C[C@H]1N2.

Positions of all 15 atoms, in Å:
C: 3.25560 -0.18402 -0.22278
C: 2.09876 -0.06948 -0.03524
C: 0.74981 -0.01724 -0.13148
C: 0.03859 1.09103 -0.08985
C: -1.50669 0.70765 -0.23866
C: -1.28671 -0.30190 0.92629
C: -0.35465 -1.01585 -0.02959
N: -1.40670 -0.53962 -1.04612
H: 4.45552 0.09628 0.14321
H: 0.38623 2.18146 0.13575
H: -2.43840 1.24782 -0.37908
H: -0.75345 -0.11731 1.91507
H: -2.31797 -0.84798 0.98994
H: -0.11717 -2.10501 -0.03375
H: -0.80275 -0.12582 -1.90373

Model two:
Computed, not measured: a single C7H7N molecule, with wB97M-V/def2-TZVPD.

The charge is 0. The SMILES is C1=Cc2cccn2C1.

Positions of all 15 atoms, in Å:
C: -2.07260 -0.15943 -0.07464
C: -1.39680 0.81557 -0.66948
C: 0.03937 0.64579 -0.47933
C: 1.21417 1.31052 -0.54049
C: 2.25748 0.43242 -0.14083
C: 1.52766 -0.73011 0.27647
N: 0.28728 -0.62322 0.00117
C: -1.15210 -1.15355 0.75078
H: -3.17371 -0.23723 -0.30473
H: -1.69669 1.73451 -1.31653
H: 1.40424 2.29232 -0.79530
H: 3.27042 0.60082 0.06080
H: 1.79618 -1.85740 0.46850
H: -0.91945 -0.73296 1.94200
H: -1.38548 -2.33806 0.82161

How far above the most stable structure does each one sit? In kJ/mol: model one 322.3; model two 0.0.